[1]
C27H21IrN5O2S as an isolated structure. Source: the OMol25 dataset; level of theory: ωB97M-V with the def2-TZVPD basis set.

```
57
Properties=species:S:1:pos:R:3:forces:R:3:lowdin_charge:R:1
Ir -0.8498 0.3806 -0.0206 0.69 1.56 -0.41 0.92
C 3.7950 -6.9850 -0.2925 -0.18 -0.18 -0.06 -0.08
O 2.5976 -7.7331 -0.4875 0.84 0.07 -0.23 -0.08
C 1.5304 -7.3659 0.2505 -0.33 0.17 0.32 -0.31
C 0.3609 -8.1019 0.0440 -0.25 -0.08 -0.02 -0.01
C -0.7855 -7.7882 0.7399 -0.07 -0.05 -0.10 -0.03
C -0.8081 -6.7176 1.6527 -0.15 -0.15 0.32 -0.32
C 0.3757 -6.0122 1.8748 0.36 -0.02 -0.09 -0.01
C 1.5421 -6.3300 1.1767 -0.31 0.13 0.17 -0.01
N -2.0327 -6.3960 2.2373 0.15 0.29 -0.54 0.04
N -2.0342 -5.3537 3.0340 0.35 0.26 0.29 0.04
C -1.8538 -4.0721 2.7095 -0.47 -0.11 -0.10 -0.26
C -1.7347 -3.1239 3.7703 0.08 -0.04 -0.17 -0.03
C -1.4626 -1.7912 3.5516 -0.06 -0.11 0.01 -0.01
C -1.2872 -1.2792 2.2504 0.06 -0.03 -0.10 -0.37
O -1.0692 -0.0282 2.0022 -0.25 -0.67 0.04 -0.22
C -1.3798 -2.2251 1.1577 -0.04 0.29 0.00 -0.15
N -1.1370 -1.7030 -0.0861 -0.19 -0.32 0.43 -0.09
C -1.3537 -2.4471 -1.1503 0.02 -0.12 -0.14 -0.13
C -1.8825 -3.7415 -1.0494 0.11 0.13 -0.19 -0.04
C -2.0799 -4.2973 0.1870 -0.08 -0.09 0.04 0.00
C -1.7725 -3.5592 1.3431 0.08 -0.11 0.29 -0.08
H 4.5415 -7.4266 -0.9440 0.00 -0.05 -0.06 0.09
H 4.1414 -7.0465 0.7429 -0.04 -0.04 -0.01 0.09
H 3.6583 -5.9357 -0.5616 -0.05 0.01 -0.01 0.10
H 0.3757 -8.9064 -0.6870 0.00 0.11 0.13 0.12
H -1.7076 -8.3391 0.5730 0.13 0.06 0.03 0.11
H 0.3827 -5.2004 2.5914 0.07 -0.06 -0.06 0.11
H 2.4377 -5.7469 1.3521 -0.12 -0.05 0.02 0.10
H -1.8505 -3.5045 4.7805 0.03 0.03 -0.11 0.11
H -1.3820 -1.0951 4.3792 -0.02 -0.07 -0.04 0.11
H -1.1070 -1.9959 -2.1066 -0.07 -0.04 0.07 0.07
H -2.1161 -4.2928 -1.9513 0.03 0.03 0.04 0.11
H -2.4986 -5.2910 0.2769 0.09 0.04 0.02 0.11
C -1.2516 2.1095 -0.2012 -0.32 -0.08 -0.17 -0.27
C -1.6266 3.3501 -0.7164 0.11 -0.15 0.08 -0.34
C -2.2094 3.4380 -2.0181 -0.01 0.19 0.12 -0.06
C -2.6082 4.6620 -2.5194 0.06 -0.06 0.16 -0.11
C -2.4562 5.8398 -1.7728 0.02 -0.16 0.01 -0.12
C -1.8608 5.7681 -0.5101 0.00 -0.14 -0.03 -0.12
C -1.4446 4.5589 0.0163 -0.04 0.00 -0.04 -0.07
H -2.3129 2.5277 -2.5966 0.00 0.07 0.01 0.09
H -3.0469 4.7067 -3.5118 0.04 0.00 0.07 0.09
H -2.7977 6.7910 -2.1664 0.07 -0.08 0.01 0.08
H -1.7158 6.6752 0.0690 -0.02 -0.06 -0.03 0.09
H -0.9801 4.5146 0.9974 -0.06 0.01 -0.10 0.10
S 0.0550 0.4962 -2.1827 -0.11 -0.06 0.13 0.54
C 1.1003 1.9187 -2.3040 0.12 0.11 0.02 -0.80
N 1.5386 2.5261 -1.1407 0.36 0.50 -0.67 0.02
C 2.0451 3.8387 -1.2011 -0.11 -0.27 0.22 -0.13
C 2.4446 4.3085 -2.4167 -0.03 -0.04 -0.23 -0.14
C 2.2419 3.5073 -3.5433 -0.26 -0.57 0.14 -0.17
N 1.4648 2.3343 -3.4682 0.33 0.59 -0.30 0.01
H 1.0906 2.2062 -0.3156 -0.36 -0.26 0.78 0.04
H 2.0970 4.3910 -0.2715 -0.01 -0.12 -0.11 0.10
H 2.8791 5.3002 -2.5038 -0.03 -0.15 0.01 0.09
H 2.5969 3.7958 -4.5268 -0.15 -0.09 0.12 0.07
```
Forces are in eV/Å.

Computed properties:
Max |F|: 0.034 hartree/bohr
Spin multiplicity: 5
Energy above the lowest of the compared OMol25 structures with the same formula, charge and spin: 20.5 kJ/mol
Total charge: -1

=====

[2]
A 2-piece molecular cluster, C5H8O overall. Source: the OMol25 dataset; level of theory: ωB97M-V with the def2-TZVPD basis set.

```
14
Properties=species:S:1:pos:R:3:forces:R:3:lowdin_charge:R:1
C 1.0068 1.5350 0.5383 0.01 0.03 -0.04 -0.06
C 0.2065 0.4410 -0.0967 0.01 0.01 -0.17 -0.33
C 0.6168 -0.5567 -0.8894 -0.09 0.04 0.07 -0.01
C -0.5342 -1.4589 -1.1567 0.14 -0.02 -0.08 -0.15
O -1.6330 -0.7874 -0.5071 -0.06 0.21 -0.07 -0.10
C -1.2779 0.3409 0.0713 0.13 0.00 -0.47 -0.08
H 0.5418 2.5084 0.3569 0.06 -0.12 0.00 0.08
H 2.0350 1.5546 0.1650 -0.16 0.00 0.02 0.08
H 1.0466 1.3990 1.6269 -0.07 -0.02 -0.20 0.08
H 1.6120 -0.7196 -1.2881 -0.08 -0.05 0.13 0.12
H -0.4118 -2.4568 -0.7186 -0.03 0.11 -0.05 0.13
H -0.8174 -1.5640 -2.2072 0.11 0.00 0.06 0.13
H -0.9702 -0.3317 2.2736 -0.05 -0.02 0.29 0.08
H -1.4209 0.0961 1.8317 0.08 -0.14 0.51 0.02
```
Forces are in eV/Å.

Computed properties:
Max |F|: 0.011 hartree/bohr
Spin multiplicity: 1
Energy above the lowest of the compared OMol25 structures with the same formula, charge and spin: 400.7 kJ/mol

=====

[3]
C2H3ClFI as an isolated structure. Source: the OMol25 dataset; level of theory: ωB97M-V with the def2-TZVPD basis set.

```
8
Properties=species:S:1:pos:R:3:forces:R:3:lowdin_charge:R:1
C -0.2835 0.6258 0.2219 -1.38 0.56 1.83 -0.70
C 0.2162 -0.6114 -0.4615 5.14 -0.11 1.16 -0.92
F -0.3474 -1.7629 -0.1080 -1.21 -0.23 0.03 -0.05
Cl 0.0256 -0.2740 -2.1899 0.19 -0.46 -0.10 0.64
I -0.0195 0.5957 2.3653 0.11 -0.37 0.20 0.73
H 0.2381 1.5734 0.0578 -0.10 -0.68 -0.91 0.03
H -1.3990 0.7670 0.1854 1.20 -0.26 -0.59 0.06
H 1.5695 -0.9137 -0.0711 -3.94 1.54 -1.62 0.22
```
Forces are in eV/Å.

Computed properties:
Max |F|: 0.102 hartree/bohr
Spin multiplicity: 1
Energy above the lowest of the compared OMol25 structures with the same formula, charge and spin: 81.3 kJ/mol

=====

[4]
C4H6O as an isolated structure. Source: the OMol25 dataset; level of theory: ωB97M-V with the def2-TZVPD basis set.

```
11
Properties=species:S:1:pos:R:3:forces:R:3:lowdin_charge:R:1
C 0.3010 -1.4980 0.0938 0.03 -0.04 0.00 0.04
O -1.6332 -0.1322 0.0078 0.00 0.05 0.00 -0.17
C -1.1303 1.0306 -0.0571 -0.08 0.28 -0.01 -0.36
C 0.7465 0.9995 -0.0583 0.23 -0.56 0.03 0.06
C 0.8897 -0.2574 0.0174 -0.35 0.54 -0.03 -0.26
H 0.1358 -1.9612 1.0625 -0.01 0.11 -0.12 0.11
H 0.0856 -2.0572 -0.8119 0.03 0.12 0.10 0.11
H -1.2174 1.7073 0.8200 0.01 -0.18 -0.10 0.09
H -1.2037 1.5994 -1.0093 -0.01 -0.17 0.12 0.10
H 1.3597 1.8810 -0.1221 -0.02 -0.07 0.00 0.09
H 1.6662 -1.3117 0.0573 0.18 -0.09 0.00 0.20
```
Forces are in eV/Å.

Computed properties:
Max |F|: 0.012 hartree/bohr
Spin multiplicity: 1
Energy above the lowest of the compared OMol25 structures with the same formula, charge and spin: 502.7 kJ/mol